(1)
24
Properties=species:S:1:pos:R:3 method="wB97M-V/def2-TZVPD" e_above_lowest_ev=0.299 total_charge=-1 orbital_gap_ha=0.290 fmax_ev_per_a=2.08 homo_energy_ev=-4.136
C -0.82 0.15 0.25
N -0.26 0.85 -0.94
C 1.25 1.19 -0.98
O 1.79 1.50 0.19
C -0.24 -1.28 0.49
C -1.16 -1.99 1.47
N 1.12 -1.26 0.98
H -1.90 0.12 0.03
H -0.77 0.85 1.09
H -0.81 1.70 -1.06
H 1.28 2.03 -1.71
H 1.65 0.25 -1.45
H -0.16 -1.73 -0.50
H -1.03 -3.08 1.33
H -0.81 -1.76 2.47
H -2.24 -1.82 1.39
H 1.78 -1.27 0.23
H 1.32 -0.40 1.46
H 1.07 2.61 0.84
H -0.38 3.20 1.37
O 0.57 3.20 1.57
H -0.47 -0.31 -2.51
H -0.17 -1.73 -2.80
O -0.63 -1.02 -3.21



(2)
15
Properties=species:S:1:pos:R:3 method="wB97M-V/def2-TZVPD" e_above_lowest_ev=2.044 total_charge=-1 orbital_gap_ha=0.242 fmax_ev_per_a=0.52 smiles=C[C@H](O)CC[O-] homo_energy_ev=-2.398
C -1.28 -0.96 -0.74
O -0.45 -1.77 -1.42
C -0.65 -0.35 0.53
C 0.56 0.49 0.16
C 1.64 0.55 1.23
O 0.18 1.88 -0.06
H -2.23 -1.46 -0.42
H -1.63 -0.06 -1.34
H -1.38 0.28 1.06
H -0.35 -1.15 1.20
H 0.95 0.12 -0.78
H 1.34 1.25 2.01
H 2.60 0.85 0.81
H 1.79 -0.41 1.72
H -0.67 1.83 -0.52



(3)
90
Properties=species:S:1:pos:R:3 method="wB97M-V/def2-TZVPD" e_above_lowest_ev=7.238 total_charge=0 orbital_gap_ha=0.358 fmax_ev_per_a=4.55 smiles=CCO.CCO.CCO.CCO.CCO.CCO.CO.CO.CO.CO.CO.CO homo_energy_ev=-9.401
C 1.91 -4.29 -1.30
C 1.55 -2.92 -0.68
O 1.54 -2.02 -1.73
H 1.85 -5.10 -0.54
H 2.85 -4.32 -1.82
H 1.10 -4.55 -1.91
H 2.13 -2.60 0.14
H 0.53 -2.86 -0.30
H 1.81 -1.18 -1.40
C -3.93 -1.05 -1.92
C -2.81 -0.62 -2.88
O -1.60 -1.20 -2.44
H -4.24 -2.08 -1.98
H -4.89 -0.52 -2.06
H -3.78 -0.96 -0.87
H -2.64 0.44 -2.92
H -3.00 -0.89 -3.90
H -0.96 -1.53 -3.13
C -3.79 -0.57 2.24
C -3.55 -2.11 2.39
O -4.42 -2.71 3.36
H -4.73 -0.44 1.71
H -2.96 -0.07 1.63
H -3.86 -0.12 3.22
H -2.55 -2.33 2.56
H -3.67 -2.72 1.50
H -3.92 -2.84 4.16
C -1.99 -5.07 0.48
C -2.02 -4.19 -0.74
O -1.90 -2.84 -0.28
H -2.84 -4.86 1.26
H -1.03 -4.95 0.91
H -2.08 -6.11 0.15
H -3.06 -4.40 -1.23
H -1.23 -4.35 -1.52
H -2.03 -2.21 -0.99
C 1.90 4.11 -0.63
C 3.38 3.62 -0.23
O 4.15 3.67 -1.41
H 1.49 3.51 -1.43
H 1.89 5.19 -0.85
H 1.37 3.82 0.27
H 3.43 2.60 0.09
H 3.68 4.40 0.45
H 4.85 4.26 -1.13
C -1.57 2.10 -0.02
C -0.42 1.03 -0.16
O 0.57 1.42 0.79
H -2.42 1.75 -0.77
H -1.12 3.05 -0.08
H -2.12 1.96 0.96
H 0.04 1.00 -1.20
H -0.84 -0.05 -0.07
H 1.33 0.85 0.76
C -0.11 -1.56 2.40
O 0.02 -1.32 3.81
H 0.78 -1.31 1.96
H -0.68 -0.78 1.91
H -0.48 -2.55 2.14
H -0.85 -1.43 4.19
C -0.64 2.02 3.53
O -0.03 3.00 2.76
H -0.04 1.13 3.47
H -1.60 1.77 3.13
H -0.74 2.29 4.56
H 0.10 2.69 1.91
C 2.16 1.29 -3.40
O 3.18 1.20 -2.43
H 2.53 2.11 -3.97
H 1.18 1.64 -3.03
H 2.04 0.33 -3.94
H 3.60 2.05 -2.48
C 4.20 -0.21 0.51
O 2.95 0.20 0.04
H 4.85 0.62 0.68
H 4.52 -0.89 -0.24
H 4.08 -0.78 1.42
H 3.13 0.79 -0.73
C 3.14 1.22 3.29
O 2.59 2.42 2.83
H 4.19 1.16 3.07
H 2.50 0.38 2.89
H 2.83 1.29 4.36
H 1.69 2.28 3.02
C -0.74 3.63 -3.44
O -2.01 4.08 -3.92
H -0.22 4.32 -2.79
H -0.19 3.46 -4.38
H -1.06 2.71 -2.93
H -2.26 3.56 -4.70



(4)
139
Properties=species:S:1:pos:R:3 method="wB97M-V/def2-TZVPD" e_above_lowest_ev=0.000 total_charge=0 orbital_gap_ha=0.286 fmax_ev_per_a=3.04 homo_energy_ev=-7.769
Mg 2.46 -23.80 4.81
C 2.98 -24.26 7.91
O 2.53 -24.61 6.62
H 2.30 -24.70 8.64
H 3.97 -24.64 8.17
H 2.97 -23.19 8.14
O 3.83 -22.70 4.26
H 4.19 -21.81 4.46
C 3.01 -18.84 0.55
C 3.18 -17.44 -0.12
O 4.40 -17.39 -0.84
H 3.86 -19.25 1.09
H 2.80 -19.66 -0.13
H 2.28 -18.71 1.35
H 3.14 -16.71 0.68
H 2.30 -17.13 -0.68
H 5.03 -16.84 -0.36
C -0.38 -21.59 6.98
C -0.02 -22.16 5.61
O 1.43 -22.08 5.45
H -1.44 -21.43 7.17
H 0.03 -20.58 7.06
H -0.01 -22.27 7.75
H -0.52 -21.71 4.75
H -0.27 -23.22 5.61
H 1.71 -21.16 5.43
C 10.66 -22.70 2.99
C 9.90 -21.76 2.13
O 9.45 -20.59 2.82
H 10.17 -22.89 3.94
H 11.62 -22.26 3.26
H 11.00 -23.65 2.59
H 9.00 -22.26 1.78
H 10.45 -21.54 1.21
H 8.49 -20.50 2.76
C 7.64 -17.66 2.99
C 6.45 -18.62 3.01
O 6.84 -19.90 2.62
H 8.01 -17.34 2.02
H 8.43 -18.10 3.60
H 7.40 -16.76 3.56
H 5.73 -18.19 2.31
H 6.00 -18.58 4.00
H 6.04 -20.40 2.44
C 4.67 -28.61 6.18
C 5.81 -27.56 5.94
O 5.72 -27.03 4.62
H 4.82 -29.57 5.67
H 3.81 -28.04 5.86
H 4.72 -28.87 7.24
H 6.72 -28.15 6.04
H 5.87 -26.79 6.71
H 6.47 -26.45 4.54
C 8.05 -25.93 2.00
C 7.59 -24.99 3.13
O 7.95 -25.47 4.35
H 7.64 -26.94 2.13
H 9.13 -26.07 2.07
H 7.81 -25.54 1.01
H 6.50 -24.86 3.16
H 8.10 -24.03 3.09
H 7.78 -24.80 5.02
C 6.11 -21.85 0.00
C 5.17 -22.57 0.96
O 4.95 -21.72 2.02
H 7.04 -21.72 0.55
H 5.68 -20.89 -0.30
H 6.22 -22.45 -0.89
H 5.49 -23.52 1.40
H 4.23 -22.75 0.43
H 4.53 -22.18 2.75
C 0.00 -26.00 4.32
C -0.04 -25.06 3.18
O 0.99 -24.08 3.44
H -0.15 -25.51 5.28
H 0.91 -26.60 4.36
H -0.90 -26.61 4.23
H -1.02 -24.59 3.09
H 0.10 -25.53 2.21
H 0.99 -23.48 2.69
C 3.11 -27.07 2.00
C 3.47 -25.64 2.32
O 3.39 -25.39 3.70
H 3.88 -27.78 2.32
H 3.07 -27.06 0.92
H 2.19 -27.34 2.51
H 2.78 -24.97 1.81
H 4.43 -25.29 1.96
H 4.13 -25.79 4.16
N 4.30 -16.46 5.18
C 4.31 -15.50 4.17
C 4.88 -14.33 4.61
C 5.13 -14.54 5.97
C 4.78 -15.86 6.27
H 3.74 -17.30 5.09
H 3.95 -15.84 3.21
H 5.13 -13.44 4.05
H 5.64 -13.83 6.61
H 4.91 -16.43 7.18
N 5.56 -19.00 8.65
C 4.53 -18.47 9.38
C 3.66 -19.46 9.80
C 4.22 -20.66 9.28
C 5.37 -20.37 8.61
H 6.34 -18.52 8.23
H 4.53 -17.41 9.56
H 2.79 -19.39 10.43
H 3.77 -21.64 9.34
H 6.14 -20.88 8.05
N 3.02 -18.88 6.81
C 2.08 -18.03 6.27
C 1.84 -18.45 4.96
C 2.80 -19.37 4.64
C 3.51 -19.66 5.78
H 3.33 -18.88 7.77
H 1.69 -17.21 6.86
H 1.21 -18.01 4.20
H 3.03 -19.80 3.67
H 4.30 -20.37 5.96
N 6.29 -23.00 5.48
C 7.39 -22.20 5.29
C 8.39 -22.54 6.17
C 7.79 -23.48 7.00
C 6.55 -23.85 6.53
H 5.41 -22.95 4.98
H 7.41 -21.37 4.60
H 9.37 -22.14 6.38
H 8.27 -23.85 7.89
H 5.82 -24.55 6.92
N -0.45 -22.86 0.92
C 0.89 -22.80 0.58
C 1.50 -21.83 1.35
C 0.50 -21.17 2.09
C -0.69 -21.83 1.80
H -1.11 -23.57 0.64
H 1.30 -23.48 -0.15
H 2.54 -21.53 1.31
H 0.65 -20.32 2.73
H -1.69 -21.70 2.17



(5)
14
Properties=species:S:1:pos:R:3 method="wB97M-V/def2-TZVPD" e_above_lowest_ev=6.475 total_charge=+1 orbital_gap_ha="0.270 / 0.270" fmax_ev_per_a=4.52 homo_energy_ev="-15.459 / -15.459"
C -3.79 -0.71 0.12
C -2.11 1.10 0.10
C -0.86 0.46 0.06
C 0.38 1.20 0.04
C 0.06 -1.83 -0.03
N -3.14 0.26 -0.12
N -0.95 -0.86 0.04
H -2.19 2.11 0.29
H 1.08 0.60 0.55
H 0.37 2.28 0.25
H 0.86 1.33 -1.03
H 0.81 -1.70 -0.73
H 0.70 -1.94 0.86
H -0.38 -2.77 -0.28



(6)
83
Properties=species:S:1:pos:R:3 method="wB97M-V/def2-TZVPD" total_charge=+1 orbital_gap_ha=0.282 fmax_ev_per_a=11.23 homo_energy_ev=-11.230
C -1.30 -2.98 -1.77
C -0.52 -2.40 -3.09
C 0.78 -1.46 -2.63
O 1.92 -2.05 -2.24
O 0.53 0.00 -2.65
C 1.60 0.75 -1.96
C 1.59 0.63 -0.33
C 0.14 0.22 0.34
N -1.15 0.53 0.01
C -2.04 -0.12 1.05
C -1.14 -0.43 2.41
C 0.30 -0.75 1.69
H -0.88 -2.61 -0.74
H -1.17 -4.16 -1.80
H -2.46 -2.77 -1.84
H -0.15 -3.24 -3.83
H -1.30 -1.69 -3.65
H 1.47 1.89 -2.23
H 2.68 0.45 -2.35
H 1.86 1.71 0.09
H 2.47 -0.08 0.07
H -1.43 1.12 -0.83
H -2.70 0.79 1.43
H -2.86 -0.89 0.73
H -1.62 -1.21 3.14
H -0.98 0.55 3.06
H 1.28 -0.65 2.32
H 0.16 -1.87 1.30
C 2.88 1.65 -6.62
C 1.47 2.21 -6.83
O 0.61 1.08 -6.79
S 1.23 -0.03 -5.77
O 0.58 0.12 -4.49
O 1.32 -1.29 -6.46
O 2.73 0.61 -5.65
H 3.27 1.21 -7.54
H 3.58 2.41 -6.25
H 1.38 2.74 -7.78
H 1.19 2.88 -6.01
C 0.15 4.29 1.34
C -0.28 5.53 2.11
O -1.43 5.14 2.85
S -1.29 3.56 3.24
O -0.79 3.48 4.59
O -2.48 2.87 2.80
O -0.07 3.19 2.22
H -0.47 4.15 0.45
H 1.20 4.33 1.04
H -0.51 6.38 1.45
H 0.49 5.84 2.83
C 0.38 -5.53 5.32
C -0.99 -4.88 5.16
O -0.73 -3.56 4.71
S 0.63 -3.56 3.80
O 0.24 -3.62 2.41
O 1.53 -2.57 4.32
O 1.17 -5.04 4.24
H 0.86 -5.21 6.26
H 0.33 -6.62 5.30
H -1.56 -4.87 6.09
H -1.57 -5.39 4.39
C 3.97 -4.35 -1.40
C 3.55 -5.64 -2.10
O 4.75 -6.40 -2.24
S 5.73 -6.07 -0.98
O 5.56 -7.12 0.00
O 7.02 -5.68 -1.50
O 4.96 -4.74 -0.45
H 4.43 -3.65 -2.10
H 3.13 -3.86 -0.90
H 3.09 -5.46 -3.07
H 2.85 -6.22 -1.48
C -5.88 6.72 1.27
C -6.43 5.86 2.40
O -5.30 5.15 2.91
S -3.97 6.09 2.75
O -3.73 6.75 4.02
O -2.96 5.33 2.06
O -4.61 7.18 1.72
H -5.73 6.13 0.36
H -6.53 7.57 1.05
H -7.19 5.16 2.06
H -6.83 6.47 3.21



(7)
14
Properties=species:S:1:pos:R:3 method="wB97M-V/def2-TZVPD" e_above_lowest_ev=5.330 total_charge=0 orbital_gap_ha=0.338 fmax_ev_per_a=4.51 smiles="Cc1nonc1[C@@H](Cl)N=O" homo_energy_ev=-9.836
C 0.47 0.90 0.24
C 0.25 -0.16 -0.67
C 0.12 1.16 1.67
C -0.53 -1.60 -0.37
N 1.22 1.73 -0.40
N 0.90 0.07 -1.74
N -1.61 -1.48 -1.32
O -1.34 -1.81 -2.43
O 1.39 1.26 -1.60
Cl -1.24 -1.71 1.20
H 1.04 1.62 2.23
H -0.54 2.01 1.70
H -0.37 0.31 2.20
H 0.25 -2.29 -0.72



(8)
95
Properties=species:S:1:pos:R:3 method="wB97M-V/def2-TZVPD" total_charge=0 orbital_gap_ha=0.353 fmax_ev_per_a=2.84 smiles="CCCN[C@@](C#N)(CC(=O)Cl)[C@@](F)(C#N)CCCBr.O=S1(=O)CCCC1.O=S1(=O)CCCC1.O=S1(=O)CCCC1.O=S1(=O)CCCC1" homo_energy_ev=-9.485
C 3.09 -0.37 -0.81
C 3.45 -1.85 -0.83
C 2.54 -2.69 -1.74
N 1.15 -2.50 -1.29
C 0.37 -3.73 -1.26
C 0.56 -4.51 -2.49
N 0.73 -5.22 -3.39
C 0.80 -4.57 -0.02
C 0.73 -6.08 -0.21
O -0.20 -6.78 0.02
Cl 2.27 -6.80 -0.80
C -1.16 -3.34 -1.23
F -1.64 -3.47 -2.53
C -1.98 -4.27 -0.43
N -2.45 -4.81 0.49
C -1.42 -1.92 -0.82
C -2.90 -1.51 -0.79
C -3.14 -0.47 0.27
Br -2.86 -1.21 2.07
H 2.15 -0.27 -0.28
H 2.95 0.05 -1.81
H 3.85 0.15 -0.25
H 3.33 -2.27 0.17
H 4.47 -2.02 -1.17
H 2.90 -3.72 -1.65
H 2.62 -2.30 -2.75
H 1.18 -2.19 -0.32
H 1.84 -4.38 0.23
H 0.23 -4.29 0.86
H -0.92 -1.23 -1.49
H -0.98 -1.74 0.16
H -3.11 -1.03 -1.74
H -3.61 -2.33 -0.70
H -2.50 0.40 0.16
H -4.15 -0.12 0.26
C 4.37 3.78 3.18
C 2.86 4.01 3.03
C 2.41 3.29 1.76
S 3.54 1.92 1.52
O 4.30 2.17 0.32
O 2.86 0.69 1.78
C 4.59 2.29 2.93
H 4.73 4.08 4.16
H 4.91 4.37 2.43
H 2.35 3.59 3.90
H 2.62 5.07 3.00
H 1.40 2.90 1.85
H 2.48 3.94 0.88
H 5.62 2.04 2.69
H 4.24 1.69 3.76
C -4.54 2.76 -4.76
C -4.07 3.99 -3.98
C -3.82 3.56 -2.53
S -3.38 1.82 -2.60
O -4.41 1.06 -1.95
O -1.99 1.66 -2.26
C -3.58 1.64 -4.37
H -4.53 2.94 -5.84
H -5.56 2.50 -4.47
H -3.14 4.37 -4.41
H -4.79 4.80 -4.02
H -3.00 4.11 -2.08
H -4.72 3.65 -1.92
H -3.97 0.64 -4.60
H -2.60 1.77 -4.83
C 0.89 5.78 -0.51
C -0.15 6.91 -0.57
C -0.35 7.26 -2.05
S 0.01 5.77 -2.98
O 1.17 5.99 -3.79
O -1.22 5.25 -3.54
C 0.47 4.77 -1.56
H 0.94 5.34 0.48
H 1.88 6.18 -0.75
H -1.09 6.57 -0.14
H 0.17 7.79 -0.01
H -1.37 7.58 -2.26
H 0.34 8.03 -2.39
H 1.26 4.08 -1.85
H -0.42 4.21 -1.25
C -0.44 -6.55 5.41
C -0.72 -6.84 3.93
C -1.07 -5.50 3.27
S -0.22 -4.23 4.21
O -1.21 -3.40 4.86
O 0.84 -3.67 3.42
C 0.48 -5.33 5.44
H 0.02 -7.41 5.91
H -1.37 -6.33 5.93
H 0.18 -7.26 3.46
H -1.52 -7.56 3.80
H -0.74 -5.46 2.23
H -2.14 -5.29 3.32
H 0.51 -4.83 6.40
H 1.49 -5.59 5.11